--- A ---
The molecule C20H22N2O3S, computed with ωB97M-V with the def2-TZVPD basis set.

Geometry as XYZ:
```
48
Properties=species:S:1:pos:R:3:lowdin_charge:R:1
C 3.214 -0.313 3.891 -0.092
O 3.338 -1.193 2.801 -0.083
C 2.609 -0.945 1.678 -0.277
C 2.739 -1.877 0.648 0.002
C 2.030 -1.729 -0.523 -0.039
C 1.180 -0.646 -0.707 -0.213
C 0.350 -0.494 -1.954 -0.144
N -1.057 -0.428 -1.614 -0.227
C -1.695 -1.709 -1.342 -0.121
C -1.296 -2.249 -0.013 -0.244
C -0.583 -3.385 0.287 -0.061
C -0.446 -3.441 1.685 -0.084
C -1.078 -2.337 2.188 -0.099
N -1.599 -1.621 1.159 -0.100
C -2.321 -0.390 1.311 -0.012
S -1.948 0.635 -2.550 0.682
O -1.719 0.443 -3.955 -0.277
O -3.298 0.572 -2.064 -0.291
C -1.233 2.205 -2.062 -0.279
C -1.546 2.720 -0.820 -0.071
C -0.980 3.920 -0.421 -0.066
C -0.111 4.589 -1.269 -0.070
C 0.184 4.072 -2.521 -0.061
C -0.382 2.872 -2.922 -0.060
C 1.073 0.292 0.309 -0.027
C 1.772 0.150 1.495 -0.012
H 3.855 -0.718 4.672 0.092
H 3.553 0.697 3.634 0.094
H 2.183 -0.269 4.256 0.094
H 3.396 -2.719 0.800 0.120
H 2.133 -2.467 -1.304 0.116
H 0.545 -1.322 -2.648 0.134
H 0.599 0.442 -2.462 0.114
H -2.772 -1.525 -1.393 0.117
H -1.435 -2.443 -2.117 0.138
H -0.208 -4.098 -0.420 0.104
H 0.058 -4.201 2.247 0.093
H -1.203 -2.015 3.203 0.114
H -2.825 -0.136 0.381 0.071
H -3.064 -0.492 2.105 0.098
H -1.636 0.421 1.577 0.085
H -2.240 2.183 -0.193 0.104
H -1.217 4.334 0.547 0.108
H 0.332 5.523 -0.956 0.106
H 0.852 4.602 -3.183 0.108
H -0.188 2.448 -3.895 0.115
H 0.426 1.146 0.169 0.100
H 1.656 0.897 2.265 0.102
```

Computed properties:
multiplicity: 1
lowest unoccupied orbital energy: 0.5084 eV
gap between HOMO and LUMO: 8.28 eV
highest occupied orbital energy: -7.77 eV

***

--- B ---
The molecule C20H22N2O3S, computed with ωB97M-V with the def2-TZVPD basis set.

Geometry as XYZ:
```
48
Properties=species:S:1:pos:R:3:lowdin_charge:R:1
C -3.147 -6.165 -2.849 0.005
C -2.545 -4.841 -2.446 -0.485
O -2.266 -3.998 -3.263 0.084
N -2.509 -4.505 -1.085 0.106
C -1.686 -3.560 -0.524 -0.237
C -0.530 -2.998 -1.083 0.010
C 0.237 -1.992 -0.418 -0.041
C -0.157 -1.565 0.841 -0.319
S 0.697 -0.227 1.672 0.782
O -0.087 0.244 2.827 -0.310
O 2.040 -0.685 2.128 -0.301
N 0.833 0.953 0.386 -0.089
C 2.004 1.696 0.405 -0.264
C 3.200 1.120 -0.018 -0.002
C 4.382 1.863 0.057 -0.074
C 4.364 3.166 0.529 -0.079
C 3.161 3.717 0.963 -0.022
C 1.979 2.990 0.924 -0.113
C 0.680 3.573 1.399 -0.177
C 0.619 4.787 2.279 -0.048
C -0.487 2.953 0.940 0.029
C -0.346 1.767 0.007 -0.523
C -0.165 2.354 -1.425 -0.017
C -1.679 1.039 -0.070 -0.039
C -1.220 -2.200 1.478 -0.057
C -1.990 -3.159 0.808 -0.002
H -2.714 -6.959 -2.278 0.073
H -3.086 -6.360 -3.907 0.084
H -4.217 -6.146 -2.665 0.087
H -3.056 -5.118 -0.450 0.165
H -0.139 -3.291 -2.056 0.111
H 1.125 -1.596 -0.926 0.120
H 3.265 0.122 -0.429 0.113
H 5.348 1.482 -0.290 0.108
H 5.289 3.741 0.460 0.106
H 3.184 4.751 1.267 0.105
H 1.147 5.591 1.844 0.055
H 1.070 4.530 3.248 0.099
H -0.414 5.113 2.368 0.079
H -1.494 3.272 1.219 0.123
H 0.049 1.613 -2.214 0.096
H -1.079 2.858 -1.701 0.079
H 0.639 3.095 -1.452 0.086
H -1.870 0.603 0.921 0.079
H -2.481 1.680 -0.430 0.095
H -1.544 0.198 -0.743 0.082
H -1.598 -1.837 2.467 0.134
H -2.809 -3.669 1.284 0.105
```

Computed properties:
multiplicity: 1
lowest unoccupied orbital energy: 0.3238 eV
gap between HOMO and LUMO: 8.53 eV
highest occupied orbital energy: -8.20 eV

***

Result of the stability comparison: A is the most stable of them.

***

--- A ---
The ion C3H6N3O with charge +1, computed with ωB97M-V with the def2-TZVPD basis set.

Geometry as XYZ:
```
13
Properties=species:S:1:pos:R:3:lowdin_charge:R:1
C -0.381 1.769 0.378 0.026
N -0.152 0.422 -0.089 -0.115
C -1.006 -0.531 0.175 0.027
C -0.387 -1.768 -0.050 0.083
N 0.903 -1.477 -0.417 -0.246
O 1.869 -2.149 -0.670 0.106
N 1.021 -0.140 -0.433 0.181
H -0.013 2.603 -0.362 0.145
H -1.373 2.128 0.618 0.116
H 0.379 1.943 1.110 0.095
H -1.862 -0.402 0.729 0.134
H -0.762 -2.872 -0.133 0.197
H 1.765 0.474 -0.856 0.250
```

Computed properties:
multiplicity: 1
total charge: +1
lowest unoccupied orbital energy: -4.8258 eV
gap between HOMO and LUMO: 9.54 eV
highest occupied orbital energy: -14.37 eV

***

--- B ---
The ion C3H6N3O with charge +1, computed with ωB97M-V with the def2-TZVPD basis set.

Geometry as XYZ:
```
13
Properties=species:S:1:pos:R:3:lowdin_charge:R:1
C -1.433 0.767 0.182 -0.231
C 1.338 -1.117 -1.302 -0.367
C 0.665 0.155 0.876 -0.180
N -1.577 -0.373 -0.302 0.235
N 0.869 -0.797 -0.133 0.255
N -0.255 1.285 0.648 0.094
O 0.980 -1.696 -2.255 0.195
H -2.260 1.431 0.238 0.151
H 2.357 -0.759 -1.296 0.203
H 0.378 -0.659 1.604 0.178
H 1.709 0.405 1.262 0.202
H -2.374 -0.582 -0.901 0.126
H -0.396 1.938 1.379 0.139
```

Computed properties:
multiplicity: 1
total charge: +1
lowest unoccupied orbital energy (spin up / spin down): -8.2741 / -7.9131 eV
gap between HOMO and LUMO (spin up / spin down): 6.77 / 7.41 eV
highest occupied orbital energy (spin up / spin down): -15.04 / -15.33 eV

***

Result of the stability comparison: A is the most stable of them.

***

--- A ---
A cluster of 2 separate species, C3H8O3 in total, computed with ωB97M-V with the def2-TZVPD basis set.

Geometry as XYZ:
```
14
Properties=species:S:1:pos:R:3:lowdin_charge:R:1
O 2.556 0.612 -0.504 0.084
C 2.192 0.153 0.532 -0.376
O 3.085 -0.406 1.398 0.063
H 1.164 0.066 0.905 0.117
H 2.713 -0.433 2.288 0.101
C -0.705 -0.043 -1.323 -0.091
C -1.757 0.216 -0.274 -0.315
O -1.298 -0.291 0.982 -0.098
H -0.232 -1.006 -1.146 0.079
H -1.113 -0.013 -2.330 0.076
H 0.115 0.679 -1.273 0.061
H -2.724 -0.204 -0.548 0.106
H -1.946 1.296 -0.192 0.110
H -2.050 -0.626 1.485 0.084
```

Computed properties:
multiplicity: 1
lowest unoccupied orbital energy: 0.5756 eV
gap between HOMO and LUMO: 11.17 eV
highest occupied orbital energy: -10.59 eV

***

--- B ---
A structure of composition C3H8O3, computed with ωB97M-V with the def2-TZVPD basis set.

Geometry as XYZ:
```
14
Properties=species:S:1:pos:R:3:lowdin_charge:R:1
O 0.785 -0.264 2.163 -0.077
C -0.437 0.212 1.051 0.048
C -0.239 -0.622 -0.221 -0.404
O 1.156 -0.700 -0.114 -0.174
C -0.648 0.078 -1.564 -0.214
O 0.125 1.238 -1.726 -0.075
H 1.398 0.457 2.422 0.110
H -1.227 -0.026 1.737 0.104
H -0.263 1.260 0.800 0.120
H -0.766 -1.598 -0.204 0.143
H 1.297 -0.707 1.096 0.090
H -0.471 -0.633 -2.397 0.123
H -1.710 0.364 -1.625 0.124
H 0.998 0.941 -1.417 0.083
```

Computed properties:
multiplicity: 1
lowest unoccupied orbital energy: 0.5091 eV
gap between HOMO and LUMO: 10.19 eV
highest occupied orbital energy: -9.68 eV

***

Result of the stability comparison: A is the most stable of them.